1.
Entry from the Open Molecules 2025 dataset: one molecule with the formula C3H8N3P (ωB97M-V/def2-TZVPD).

```
15
Properties=species:S:1:pos:R:3:forces:R:3:lowdin_charge:R:1
P 0.052 -1.983 1.044 -0.73 2.42 3.90 0.711
N -0.826 -1.762 -0.322 -0.71 -0.17 -3.38 -0.201
N -0.352 -0.580 1.746 0.55 -0.60 0.07 -0.285
N -0.833 -0.698 -0.991 -0.31 -0.05 0.26 -0.016
C 0.296 1.547 -1.462 -1.63 -3.41 -3.31 -0.050
C -0.285 0.595 0.962 -0.71 1.31 0.46 -0.317
C 0.108 0.279 -0.573 0.25 0.92 0.67 -0.422
H -0.823 -2.999 1.628 1.61 0.39 -0.40 0.033
H 1.480 -2.161 1.304 -0.66 -0.98 -0.80 -0.002
H 0.471 2.466 -1.017 0.21 1.49 1.42 0.029
H -1.226 1.198 1.163 0.70 -0.62 -0.85 0.115
H 0.518 1.372 1.147 -0.28 -1.13 0.34 0.114
H -0.701 1.596 -2.072 1.77 0.22 1.03 0.108
H 1.008 -0.266 -0.311 0.99 0.16 -0.50 0.093
H 1.115 1.395 -2.245 -1.06 0.05 1.10 0.090
```
Positions in Å, forces in eV/Å.

Relative energy (zero: lowest compared OMol25 entry of this formula, charge and spin) = 2.824 eV
E_LUMO (alpha / beta) = -0.4 / -0.4 eV
E_HOMO (alpha / beta) = -8.176 / -8.177 eV
Kohn-Sham gap (alpha / beta) = 7.81 / 7.81 eV
SMILES = C[C@H]1CN=[PH2]N=N1
Max |F| = 5.029 eV Å⁻¹
Energy = -624.5643 a.u.


2.
Entry from the Open Molecules 2025 dataset: a 2-piece molecular cluster, C3H8N3S overall (ωB97M-V/def2-TZVPD).

```
15
Properties=species:S:1:pos:R:3:forces:R:3:lowdin_charge:R:1
S 2.524 -0.131 -0.179 -1.06 -2.73 -0.67 0.852
N -0.045 -1.654 0.366 -0.79 -2.30 -1.10 0.180
N -0.294 -0.516 -0.435 0.66 1.36 0.89 -0.144
N 0.525 1.680 -0.151 -0.54 -0.78 0.91 0.082
C -1.392 0.379 0.147 0.77 -1.37 -3.28 -0.066
C 0.855 0.364 -0.515 0.54 0.83 -3.61 -0.750
C -0.660 1.640 0.349 0.51 -0.69 -1.15 -0.086
H -0.628 -1.605 1.157 -1.76 -0.31 1.33 0.133
H 0.918 0.286 -2.529 -0.11 0.41 1.97 0.179
H -2.070 0.383 -0.757 0.04 0.67 1.32 0.162
H -0.384 -2.489 -0.260 1.59 1.24 1.88 0.251
H 0.849 -1.678 0.891 0.75 -0.34 -1.28 0.137
H -1.852 -0.110 0.960 -0.81 -0.24 1.13 0.106
H -1.199 2.431 0.747 -0.42 1.88 0.66 0.111
H 2.854 1.021 0.209 0.63 2.37 0.99 -0.145
```
Positions in Å, forces in eV/Å.

Relative energy (zero: lowest compared OMol25 entry of this formula, charge and spin) = 6.412 eV
Total charge = +1
E_LUMO (alpha / beta) = -4.4 / -4.2 eV
E_HOMO (alpha / beta) = -12.932 / -11.914 eV
Kohn-Sham gap (alpha / beta) = 8.53 / 7.73 eV
Max |F| = 3.743 eV Å⁻¹
Energy = -681.0786 a.u.


3.
Entry from the Open Molecules 2025 dataset: one molecule with the formula C3H8N4 (ωB97M-V/def2-TZVPD).

```
15
Properties=species:S:1:pos:R:3:forces:R:3:lowdin_charge:R:1
N -0.171 -0.602 0.307 -0.64 0.25 0.77 -0.139
N 0.188 -1.860 -0.131 0.18 -0.23 -0.43 0.046
N -1.275 0.165 -0.411 0.11 -0.83 -0.72 -0.175
N -2.492 0.332 0.218 -0.23 0.21 0.41 0.030
C 2.137 0.566 0.159 -0.04 0.05 -0.10 -0.043
C -0.360 1.252 -0.441 0.34 -0.27 0.24 -0.050
C 0.667 0.510 0.013 -0.23 0.28 -0.17 -0.302
H -0.490 -2.546 0.184 0.18 0.19 0.02 0.077
H 2.424 1.345 0.865 0.06 -0.02 0.04 0.075
H 0.301 -1.921 -1.143 -0.17 0.09 0.09 0.087
H -2.413 0.626 1.192 0.13 -0.14 -0.08 0.079
H -3.038 -0.521 0.155 0.14 0.19 -0.08 0.073
H -0.584 2.265 -0.693 -0.05 0.30 -0.05 0.094
H 2.494 -0.394 0.524 0.09 -0.02 0.03 0.071
H 2.612 0.784 -0.797 0.10 -0.03 0.02 0.077
```
Positions in Å, forces in eV/Å.

Relative energy (zero: lowest compared OMol25 entry of this formula, charge and spin) = 4.308 eV
E_LUMO = 1.1 eV
E_HOMO = -8.046 eV
Kohn-Sham gap = 9.15 eV
SMILES = Cc1cn(N)n1N
Max |F| = 1.107 eV Å⁻¹
Energy = -337.9955 a.u.


4.
Entry from the Open Molecules 2025 dataset: one molecule with the formula C3H8N4 (ωB97M-V/def2-TZVPD).

```
15
Properties=species:S:1:pos:R:3:forces:R:3:lowdin_charge:R:1
N 1.535 -0.992 0.827 -1.47 -1.34 -1.68 -0.008
N 0.680 -1.628 -1.153 -2.91 -0.11 -0.04 -0.031
N -0.083 0.713 0.172 0.52 -0.63 1.53 -0.124
N 1.664 -1.324 -0.429 3.92 0.97 2.65 -0.099
C -1.028 -0.224 -0.203 0.00 2.90 0.44 -0.194
C -0.707 -1.336 -0.838 -0.53 -2.35 -1.21 -0.112
C -0.491 1.992 0.760 -1.25 -0.25 -1.73 -0.116
H -1.553 -2.020 -1.179 1.76 0.77 0.33 0.117
H 0.632 0.139 0.772 -0.70 0.69 -0.72 0.028
H 2.367 -0.582 1.224 1.03 -0.68 -0.67 0.058
H 0.320 2.707 0.953 -0.05 -0.91 0.88 0.083
H -2.067 0.090 -0.088 -0.02 -0.49 0.10 0.115
H 0.965 -1.910 -2.091 -0.37 0.10 0.51 0.147
H -1.390 1.955 1.422 1.09 0.09 0.22 0.086
H -0.847 2.421 -0.147 -1.01 1.22 -0.60 0.051
```
Positions in Å, forces in eV/Å.

Relative energy (zero: lowest compared OMol25 entry of this formula, charge and spin) = 4.294 eV
E_LUMO = 1.1 eV
E_HOMO = -7.990 eV
Kohn-Sham gap = 9.11 eV
SMILES = [H]/N=N/N/C=C\NC
Max |F| = 4.834 eV Å⁻¹
Energy = -337.9960 a.u.


5.
Entry from the Open Molecules 2025 dataset: one molecule with the formula C3H8N4 (ωB97M-V/def2-TZVPD).

```
15
Properties=species:S:1:pos:R:3:forces:R:3:lowdin_charge:R:1
N 0.771 1.520 -0.267 0.20 -0.15 -0.02 0.059
N 2.390 -0.244 0.157 -0.22 0.23 0.04 0.118
N -0.284 -1.847 0.113 -0.21 -0.07 -0.12 0.052
N -2.210 0.628 -0.340 0.48 -0.02 0.27 0.108
C 1.105 0.234 0.005 -0.08 0.31 0.43 -0.493
C -0.073 -0.450 0.222 0.03 0.33 -0.29 -0.332
C -1.014 0.644 0.309 -0.46 -0.52 0.12 -0.175
H -2.865 1.378 -0.190 0.03 -0.17 -0.13 0.095
H 1.393 2.185 0.207 0.11 -0.09 -0.14 0.048
H 3.096 0.181 -0.424 -0.08 -0.23 0.04 0.085
H -0.977 -2.206 0.756 0.09 0.01 -0.04 0.068
H -0.491 -2.175 -0.824 -0.03 -0.01 0.06 0.064
H -2.281 0.091 -1.191 -0.09 0.18 0.06 0.102
H -1.011 1.305 1.170 0.12 0.06 -0.18 0.117
H 2.450 -1.243 0.297 0.12 0.14 -0.09 0.083
```
Positions in Å, forces in eV/Å.

Relative energy (zero: lowest compared OMol25 entry of this formula, charge and spin) = 2.307 eV
E_LUMO = 1.0 eV
E_HOMO = -7.077 eV
Kohn-Sham gap = 8.05 eV
SMILES = [H]/N=C(N)/C(N)=C/N
Max |F| = 0.706 eV Å⁻¹
Energy = -338.0690 a.u.


6.
Entry from the Open Molecules 2025 dataset: one molecule with the formula C3H8N4 (ωB97M-V/def2-TZVPD).

```
15
Properties=species:S:1:pos:R:3:forces:R:3:lowdin_charge:R:1
N 1.644 -1.195 -0.188 3.40 2.32 0.16 -0.066
N 0.532 1.962 -0.439 -0.06 -0.20 0.42 0.036
N 2.260 -0.134 0.404 3.95 -0.32 1.36 -0.052
N -0.617 -0.113 -0.064 4.26 -0.32 -2.13 -0.120
C -0.431 1.254 0.043 -1.74 1.07 0.07 -0.274
C -1.819 -0.788 0.155 -3.56 -2.81 -0.30 -0.145
C 0.492 -1.034 -0.597 -3.97 -0.39 1.00 -0.171
H 2.032 0.858 0.069 0.25 -1.75 0.30 0.057
H -1.332 1.724 0.556 1.03 -0.52 -0.48 0.138
H 3.363 -0.403 0.568 -3.95 1.31 -0.76 0.146
H -1.861 -1.513 0.996 0.80 0.48 -0.14 0.086
H 0.212 -1.999 -0.967 -1.68 0.01 -0.65 0.096
H 0.509 2.992 -0.239 -0.49 -1.61 -0.03 0.070
H -2.362 -1.496 -0.686 2.02 2.01 1.11 0.141
H -2.621 -0.114 0.388 -0.27 0.73 0.08 0.060
```
Positions in Å, forces in eV/Å.

Relative energy (zero: lowest compared OMol25 entry of this formula, charge and spin) = 3.683 eV
E_LUMO = 0.9 eV
E_HOMO = -8.190 eV
Kohn-Sham gap = 9.10 eV
SMILES = [H]/N=C/N(C)/C=N\N
Max |F| = 4.778 eV Å⁻¹
Energy = -338.0185 a.u.


7.
Entry from the Open Molecules 2025 dataset: one molecule with the formula C3H8N4 (ωB97M-V/def2-TZVPD).

```
15
Properties=species:S:1:pos:R:3:forces:R:3:lowdin_charge:R:1
N -0.253 1.405 -0.494 -0.91 0.00 -0.39 -0.115
N -0.734 -1.374 0.183 -1.50 -0.52 1.20 -0.077
N 0.414 -1.233 -0.557 0.74 -0.57 -3.19 -0.108
N -1.549 0.902 -0.260 -0.66 -2.77 0.79 -0.013
C -1.681 -0.349 0.110 0.32 1.27 -0.74 -0.226
C 0.693 0.943 0.513 1.92 1.13 -0.19 -0.209
C 1.433 -0.315 -0.067 -0.67 0.69 0.96 -0.200
H 2.156 -0.037 -0.856 -0.90 -0.04 -0.12 0.114
H 0.169 -0.925 -1.539 0.20 -0.63 1.54 0.137
H 1.487 1.768 0.687 -1.41 -1.22 0.09 0.132
H -0.495 2.391 -0.531 1.10 -0.05 0.32 0.102
H 0.087 0.703 1.413 0.90 0.16 -0.10 0.105
H 2.086 -0.823 0.637 -0.26 0.03 0.66 0.094
H -1.145 -2.350 0.395 1.43 2.23 -0.81 0.165
H -2.668 -0.706 0.367 -0.30 0.29 -0.01 0.099
```
Positions in Å, forces in eV/Å.

Relative energy (zero: lowest compared OMol25 entry of this formula, charge and spin) = 3.240 eV
E_LUMO = 1.1 eV
E_HOMO = -7.833 eV
Kohn-Sham gap = 8.89 eV
SMILES = C1=NNCCNN1
Max |F| = 3.320 eV Å⁻¹
Energy = -338.0347 a.u.


8.
Entry from the Open Molecules 2025 dataset: C3H8N4 as an isolated structure (ωB97M-V/def2-TZVPD).

```
15
Properties=species:S:1:pos:R:3:forces:R:3:lowdin_charge:R:1
N 1.618 -0.927 0.165 2.10 -2.68 -0.24 0.263
N 0.549 0.690 -0.380 -0.35 0.96 -1.26 0.033
N -1.496 -0.286 0.325 3.31 -1.42 1.34 -0.067
N -2.653 -0.550 0.262 -2.90 1.64 -1.68 0.161
C 1.178 0.275 0.890 0.67 -1.17 -0.17 0.059
C -0.927 0.895 -0.427 -2.74 -1.64 0.66 -0.031
C 1.007 -0.573 -0.881 0.50 0.32 1.94 0.104
H 0.834 -1.072 -1.744 -0.60 -1.30 -3.01 0.166
H 2.157 -1.913 0.321 -1.36 2.90 0.06 0.315
H -3.089 -1.355 0.749 1.33 0.02 0.28 0.137
H 0.934 1.511 -0.890 0.39 -0.26 0.38 0.247
H -1.249 0.716 -1.461 0.00 1.18 0.05 0.165
H 0.464 -0.072 1.535 -2.23 -0.44 1.88 0.123
H 1.856 0.890 1.363 1.85 1.44 0.58 0.157
H -1.183 1.771 0.172 0.01 0.43 -0.82 0.169
```
Positions in Å, forces in eV/Å.

Relative energy (zero: lowest compared OMol25 entry of this formula, charge and spin) = 4.698 eV
Total charge = +2
E_LUMO (alpha / beta) = -10.7 / -10.7 eV
E_HOMO (alpha / beta) = -17.334 / -17.333 eV
Kohn-Sham gap (alpha / beta) = 6.65 / 6.65 eV
Max |F| = 3.843 eV Å⁻¹
Energy = -337.2668 a.u.


The lowest relative energy (zero: lowest compared OMol25 entry of this formula, charge and spin) belongs to which entry? number 5


Look up the max |F| of the seventh one. 3.320 eV Å⁻¹


Repeat the third record exactly.
Entry from the Open Molecules 2025 dataset: one molecule with the formula C3H8N4 (ωB97M-V/def2-TZVPD).

```
15
Properties=species:S:1:pos:R:3:forces:R:3:lowdin_charge:R:1
N -0.171 -0.602 0.307 -0.64 0.25 0.77 -0.139
N 0.188 -1.860 -0.131 0.18 -0.23 -0.43 0.046
N -1.275 0.165 -0.411 0.11 -0.83 -0.72 -0.175
N -2.492 0.332 0.218 -0.23 0.21 0.41 0.030
C 2.137 0.566 0.159 -0.04 0.05 -0.10 -0.043
C -0.360 1.252 -0.441 0.34 -0.27 0.24 -0.050
C 0.667 0.510 0.013 -0.23 0.28 -0.17 -0.302
H -0.490 -2.546 0.184 0.18 0.19 0.02 0.077
H 2.424 1.345 0.865 0.06 -0.02 0.04 0.075
H 0.301 -1.921 -1.143 -0.17 0.09 0.09 0.087
H -2.413 0.626 1.192 0.13 -0.14 -0.08 0.079
H -3.038 -0.521 0.155 0.14 0.19 -0.08 0.073
H -0.584 2.265 -0.693 -0.05 0.30 -0.05 0.094
H 2.494 -0.394 0.524 0.09 -0.02 0.03 0.071
H 2.612 0.784 -0.797 0.10 -0.03 0.02 0.077
```
Positions in Å, forces in eV/Å.

Relative energy (zero: lowest compared OMol25 entry of this formula, charge and spin) = 4.308 eV
E_LUMO = 1.1 eV
E_HOMO = -8.046 eV
Kohn-Sham gap = 9.15 eV
SMILES = Cc1cn(N)n1N
Max |F| = 1.107 eV Å⁻¹
Energy = -337.9955 a.u.


The highest energy belongs to which entry? number 8